No. 1
The following is a quantum chemistry calculation of an isolated molecule of C8H12, from OMol25.

Geometry as ORCA input:
```
! wB97M-V def2-TZVPD RIJCOSX def2/J DEFGRID3
* xyz 0 3
C -2.00104 1.67901 -0.59128
C -1.59914 1.68384 0.59309
C -2.99639 -1.16990 0.40187
C -1.74101 -1.01477 0.00086
C -0.98939 0.62438 -0.24389
C 2.66837 -0.43383 0.12608
C 0.51285 0.44629 -0.63130
C 1.32429 0.09770 0.62710
H -2.71084 1.95332 -1.47065
H -1.84133 2.14824 1.53831
H -3.41974 -2.19610 0.69965
H -3.68055 -0.33402 0.57886
H -1.02561 -1.66424 -0.33491
H 2.66957 -1.33187 -0.46519
H 3.34591 -0.63368 0.94956
H 3.01145 0.29856 -0.62939
H 0.57415 -0.24814 -1.53047
H 0.73722 1.42965 -1.00609
H 1.67435 1.04786 1.14360
H 0.80135 -0.50705 1.35566
*
```

Properties
HOMO (spin up / spin down): -4.98 / -8.85 eV
Energy relative to the best compared isomer or geometry (same formula, charge and spin): 373.1 kJ/mol
Frontier orbital gap (spin up / spin down): 6.14 / 7.02 eV
E_LUMO (spin up / spin down): 1.162 / -1.832 eV

=====

No. 2
The following is a quantum chemistry calculation of a structure of composition C8H12AlO6, from OMol25.

Geometry as ORCA input:
```
! wB97M-V def2-TZVPD RIJCOSX def2/J DEFGRID3
* xyz 3 1
Al -18.21093 9.94932 -1.92940
C -24.42302 13.24416 -3.73484
C -23.41118 13.53185 -2.66142
C -23.81808 12.96436 -1.30174
O -22.76570 12.08399 -0.95939
C -21.86652 12.05657 -1.89387
O -20.78307 11.48276 -1.83900
O -22.22431 12.80013 -2.90854
H -24.08864 13.75388 -4.63842
H -25.33535 13.72970 -3.38841
H -24.76321 12.21115 -3.80737
H -23.28242 14.61068 -2.57408
H -24.77593 12.44540 -1.33794
H -23.94637 13.80845 -0.62414
C -20.21076 9.01715 4.47016
C -18.73062 8.91504 4.06110
C -18.22845 7.45924 3.91370
O -17.69503 7.39186 2.64082
C -17.95900 8.56722 1.95991
O -17.68957 8.86686 0.79125
O -18.56080 9.39950 2.76000
H -20.33124 8.93166 5.55010
H -20.93886 8.39203 3.95327
H -20.66417 9.98635 4.26242
H -18.17552 9.47013 4.81730
H -18.93330 6.66275 4.15229
H -17.47718 7.35756 4.69686
*
```

Properties
HOMO: -19.85 eV
Energy relative to the best compared isomer or geometry (same formula, charge and spin): 112.0 kJ/mol
Frontier orbital gap: 1.74 eV
E_LUMO: -18.115 eV

=====

No. 3
The following is a quantum chemistry calculation of a structure of composition C8H12AuCl2N2O3RhS, from OMol25.

Geometry as ORCA input:
```
! wB97M-V def2-TZVPD RIJCOSX def2/J DEFGRID3
* xyz 4 7
Au -0.35075 0.02591 -8.07033
Rh 0.18200 -0.42790 -1.40524
Cl -0.48027 1.06077 -6.02939
Cl 1.15975 -2.08511 -2.69699
C -0.72382 -1.81974 -0.67615
C -0.62342 0.11638 -10.04150
C 0.08360 -1.50147 -9.28633
O -1.22820 -2.79443 -0.27892
O -0.82527 0.29874 -11.17920
O 0.35087 -2.42790 -9.95207
C -0.14342 -1.69329 3.46681
C 1.01725 -0.85628 2.97897
N 0.73539 -0.18322 1.68741
C -0.22157 0.70999 1.44302
S -0.62547 1.15241 -0.19694
N -0.97061 1.27408 2.40697
C -0.56621 1.65209 3.78806
C 0.70100 2.47445 3.82428
H -1.05775 -1.10179 3.55405
H 0.07331 -2.14814 4.44113
H -0.35129 -2.51003 2.76378
H 1.32651 -0.08535 3.69276
H 1.89349 -1.48719 2.80817
H 1.26960 -0.46768 0.85737
H -1.78554 1.75289 2.03285
H -1.40625 2.23233 4.19238
H -0.50870 0.71660 4.35605
H 0.55790 3.39811 3.25808
H 0.94857 2.77487 4.84276
H 1.56931 1.94987 3.41818
*
```

Properties
HOMO (spin up / spin down): -20.43 / -21.09 eV
Energy relative to the best compared isomer or geometry (same formula, charge and spin): 0.0 kJ/mol
Frontier orbital gap (spin up / spin down): 4.67 / 1.78 eV
E_LUMO (spin up / spin down): -15.760 / -19.303 eV

=====

No. 4
The following is a quantum chemistry calculation of a cluster of 2 separate species, C8H12BO7PSSi in total, from OMol25.

Geometry as ORCA input:
```
! wB97M-V def2-TZVPD RIJCOSX def2/J DEFGRID3
* xyz -2 1
C 3.99763 -1.29049 -1.41096
C 3.49578 -0.07256 -2.23710
B 2.40736 0.76443 -1.44365
O 2.78204 1.29118 -0.24126
Si 0.48047 1.01331 -2.07252
P -0.57518 -0.95397 -1.67097
O -1.89773 -0.65533 -0.84351
O 0.34072 -1.75655 -0.58868
S -0.84873 -2.00553 -3.29318
H 3.60089 -1.27467 -0.39071
H 5.08814 -1.30962 -1.32430
H 3.66443 -2.23100 -1.85964
H 4.34152 0.58016 -2.49413
H 3.06084 -0.43765 -3.17420
H 2.09585 1.80545 0.21037
H -0.20855 1.99402 -1.19714
H 0.29542 1.33950 -3.50661
H -2.12427 0.27540 -0.59795
H 0.69203 -2.55880 -0.99364
C -3.66098 0.28756 1.52194
C -2.67241 1.22028 1.17916
C -1.47174 1.39974 2.16547
O -0.56968 2.19873 1.81655
C -1.46358 0.64940 3.34398
C -2.46742 -0.28660 3.70822
C -3.64158 -0.50497 2.69359
O -4.48812 -1.36957 2.96406
O -2.47184 -0.93370 4.76269
O -2.65272 1.87617 0.10583
H -4.49458 0.13141 0.84221
H -0.63402 0.81429 4.02606
*
```

Properties
HOMO: -0.39 eV
Frontier orbital gap: 4.77 eV
E_LUMO: 4.377 eV

=====

No. 5
The following is a quantum chemistry calculation of a structure of composition C8H12Cl2IrN2O3SYb, from OMol25.

Geometry as ORCA input:
```
! wB97M-V def2-TZVPD RIJCOSX def2/J DEFGRID3
* xyz 4 6
Yb 5.36075 -1.02694 -3.50862
Ir 0.63547 -1.17127 -1.72965
Cl 4.07073 0.85602 -2.80847
Cl 1.37608 -3.43456 -1.60894
C -1.16297 -1.00716 -1.96682
C 5.04134 -0.00870 -5.76132
C 4.29132 -2.29893 -5.11730
O -2.26498 -0.80949 -2.31072
O 4.52779 0.57524 -6.61612
O 3.45261 -2.68531 -5.82238
C -1.06351 2.81300 3.11814
C -1.00837 2.04851 1.82075
N 0.14628 1.10710 1.85916
C 0.17389 0.04227 0.99942
S 1.63317 -0.02418 -0.02472
N -0.77633 -0.90572 1.02292
C -1.81687 -1.00187 2.10530
C -3.18847 -0.98133 1.49091
H -1.01122 2.15550 3.99205
H -2.02760 3.32265 3.17660
H -0.24356 3.52792 3.19385
H -1.90373 1.42373 1.67963
H -0.84117 2.73438 0.96954
H 1.04756 1.61354 1.83440
H -0.55159 -1.73546 0.46278
H -1.65366 -1.94909 2.66152
H -1.65127 -0.22730 2.87378
H -3.24584 -1.78236 0.76383
H -3.93825 -1.12408 2.25959
H -3.40759 -0.04611 0.99089
*
```

Properties
HOMO (spin up / spin down): -21.22 / -22.12 eV
Frontier orbital gap (spin up / spin down): 5.74 / 4.92 eV
E_LUMO (spin up / spin down): -15.480 / -17.199 eV

=====

No. 6
The following is a quantum chemistry calculation of an isolated molecule of C8H12ClNO2, from OMol25.

Geometry as ORCA input:
```
! wB97M-V def2-TZVPD RIJCOSX def2/J DEFGRID3
* xyz 0 1
C 1.18268 1.32948 -0.45871
C 0.07103 0.91523 -1.35968
C -1.36304 0.90771 0.75678
C -0.31995 0.72815 1.86046
C 2.19432 0.41677 -0.12212
C -0.88338 0.10356 -0.46801
C 0.44230 -0.46521 1.24358
C 0.00222 -2.27137 -0.35297
N -0.37411 -1.04060 0.29964
O 1.15266 2.51807 -0.06247
O 3.15415 0.76126 0.67597
Cl 1.30107 -1.61252 2.22595
H -0.33940 1.80998 -1.65856
H 0.42249 0.15378 -2.11868
H -2.33674 0.58303 1.14403
H -1.41110 2.03638 0.39528
H 0.33420 1.52995 1.77918
H -0.79129 0.68385 2.79956
H 2.43076 -0.51177 -0.53105
H -1.60621 -0.29256 -1.21361
H 0.10878 -3.11178 0.34998
H -0.94517 -2.40925 -1.05462
H 1.05014 -2.15118 -0.76635
H 2.89044 1.60297 1.05665
*
```

Properties
HOMO (spin up / spin down): -7.32 / -7.32 eV
Energy relative to the best compared isomer or geometry (same formula, charge and spin): 193.2 kJ/mol
Frontier orbital gap (spin up / spin down): 7.62 / 7.62 eV
E_LUMO (spin up / spin down): 0.295 / 0.296 eV

=====

No. 7
The following is a quantum chemistry calculation of an isolated molecule of C8H12ClNO3, from OMol25.

Geometry as ORCA input:
```
! wB97M-V def2-TZVPD RIJCOSX def2/J DEFGRID3
* xyz 0 1
C -2.44437 -0.03809 -0.54322
C -1.76098 -0.44474 0.76455
C -0.41346 0.21617 0.99560
C 0.72494 0.00074 -0.02136
C 1.16706 -1.41825 -0.34312
C 1.32657 -1.64891 -1.82068
O 0.78467 -2.50935 -2.45660
O 2.15879 -0.73559 -2.38143
C 1.75884 0.89444 0.64879
O 2.90582 0.64261 0.90289
N 1.07099 2.04113 1.01115
C -0.37002 1.74353 1.05121
Cl -1.16387 2.44948 2.46232
H -1.73860 -0.01388 -1.37575
H -2.89739 0.94938 -0.44976
H -3.22938 -0.74645 -0.80219
H -1.63480 -1.52708 0.81304
H -2.40035 -0.15129 1.60015
H -0.02886 -0.11469 1.97016
H 0.43399 0.54124 -0.93084
H 2.14024 -1.59374 0.12352
H 0.45619 -2.15728 0.02014
H 2.53603 -1.11827 -3.18441
H 1.45289 2.56845 1.78373
H -0.83495 2.17043 0.16210
*
```

Properties
HOMO: -10.09 eV
Energy relative to the best compared isomer or geometry (same formula, charge and spin): 0.0 kJ/mol
Frontier orbital gap: 10.77 eV
E_LUMO: 0.676 eV

=====

No. 8
The following is a quantum chemistry calculation of a structure of composition C8H12CuNO4P, from OMol25.

Geometry as ORCA input:
```
! wB97M-V def2-TZVPD RIJCOSX def2/J DEFGRID3
* xyz 1 1
C 2.36812 -1.84027 -1.43674
C 2.21041 -0.66439 -1.75357
C 1.58001 0.80099 -1.98534
C 0.19345 1.03767 -1.21877
N 0.39982 2.30360 -0.46520
C 0.88228 1.93102 0.86550
O 1.69956 2.54400 1.51235
C 0.15637 0.55008 1.23351
C -0.31976 -0.03535 -0.17245
C -1.90312 -0.21401 0.03720
P -2.36775 -1.69475 1.08496
O -3.45418 -2.53517 0.51216
O -2.75732 -1.08112 2.61785
O -1.05525 -2.73994 1.36645
H 2.35297 -2.90704 -1.07871
H 2.29174 1.64055 -1.64909
H 1.41925 0.89310 -3.09723
H -0.55407 1.26699 -2.03316
H -0.41372 2.93021 -0.51197
H 0.91565 -0.11216 1.76726
H -0.61056 0.83991 2.01049
H 0.02750 -1.10347 -0.24601
H -2.33103 0.72688 0.51367
H -2.40018 -0.35469 -0.97804
H -1.94250 -0.61426 2.90253
H -0.26203 -2.19667 1.58332
Cu 3.87436 0.62830 -1.38099
*
```

Properties
HOMO: -13.28 eV
Frontier orbital gap: 7.29 eV
E_LUMO: -5.990 eV

=====

No. 9
The following is a quantum chemistry calculation of an isolated molecule of C8H12F2NO4PS, from OMol25.

Geometry as ORCA input:
```
! wB97M-V def2-TZVPD RIJCOSX def2/J DEFGRID3
* xyz 0 1
C 2.32665 -1.33021 2.30700
C 2.10163 -1.65853 1.17551
C 1.84063 -1.99781 -0.23188
C 1.90962 -0.71763 -1.10100
C 0.56566 -0.12053 -1.56091
P -0.55339 0.51461 -0.24476
N 0.03288 2.30820 -0.48762
C 1.08195 2.72577 0.35844
O 1.37962 3.86182 0.53466
F 1.77800 1.74668 0.93585
C -1.07071 3.17830 -0.21615
O -1.70209 3.77366 -1.00503
F -1.41577 3.14450 1.08632
S -1.54650 -1.45006 0.12605
C -3.26009 -1.03260 0.53208
O -1.59496 -2.28746 -1.06761
O -0.99152 -2.10610 1.30150
H 2.56548 -0.88398 3.24211
H 2.66124 -2.64873 -0.54593
H 0.92839 -2.57598 -0.36172
H 2.53909 0.00418 -0.58529
H 2.44108 -0.97578 -2.01929
H 0.81215 0.75218 -2.16372
H 0.06290 -0.81721 -2.23001
H -1.82732 0.97205 -0.64925
H -0.28072 0.56779 1.13196
H -3.77585 -1.98772 0.59713
H -3.68022 -0.49026 -0.31696
H -3.32781 -0.46914 1.45850
*
```

Properties
HOMO: -9.77 eV
Frontier orbital gap: 10.01 eV
E_LUMO: 0.241 eV

=====

| no. | DFT total energy (eV) |
| --- | --- |
| 1 | -8481.166 |
| 2 | -27334.059 |
| 3 | -60138.640 |
| 4 | -51504.562 |
| 5 | -87812.665 |
| 6 | -26594.961 |
| 7 | -28646.868 |
| 8 | -72089.636 |
| 9 | -43726.392 |